{"formula": "C13H19N3O6S", "method": "the ωB97M-V functional and the def2-TZVPD basis", "symbols": ["O", "N", "O", "C", "C", "C", "C", "N", "H", "C", "C", "C", "O", "H", "H", "H", "H", "H", "H", "H", "C", "C", "H", "H", "S", "O", "O", "N", "C", "H", "C", "O", "C", "H", "C", "H", "H", "H", "H", "H", "H", "H"], "xyz": [[-3.409, -0.181, -4.123], [-3.016, 0.476, -3.179], [-3.247, 1.658, -3.018], [-2.218, -0.186, -2.197], [-1.776, 0.507, -1.073], [-0.999, -0.135, -0.142], [-0.642, -1.494, -0.280], [0.122, -2.076, 0.655], [0.207, -1.564, 1.529], [0.544, -3.456, 0.664], [1.597, -3.668, 1.752], [2.843, -2.794, 1.553], [3.552, -3.090, 0.376], [3.022, -2.828, -0.384], [3.545, -2.983, 2.368], [2.560, -1.733, 1.576], [1.164, -3.433, 2.725], [1.895, -4.717, 1.748], [-0.307, -4.125, 0.850], [0.964, -3.715, -0.314], [-1.102, -2.171, -1.432], [-1.870, -1.529, -2.368], [-2.226, -2.045, -3.246], [-0.856, -3.211, -1.570], [-0.366, 0.812, 1.234], [-0.332, -0.018, 2.413], [-1.061, 2.060, 1.310], [1.240, 0.972, 0.752], [1.442, 1.891, -0.356], [0.624, 1.754, -1.064], [1.499, 3.346, 0.122], [2.478, 3.505, 1.127], [2.199, 2.683, 2.237], [2.986, 2.878, 2.968], [2.188, 1.207, 1.831], [1.889, 0.582, 2.673], [3.178, 0.908, 1.474], [1.221, 2.944, 2.667], [1.790, 4.008, -0.695], [0.513, 3.639, 0.506], [2.387, 1.620, -0.837], [-2.047, 1.542, -0.924]], "atomic_forces_ev_per_a": [[-0.110, -0.072, -0.195], [-0.278, 0.267, -0.383], [-0.096, 0.247, -0.006], [0.760, -0.565, 0.964], [-0.393, 0.061, -0.413], [0.213, 0.412, 0.563], [-0.007, -0.109, -0.186], [0.195, -0.131, 0.308], [0.021, -0.200, -0.129], [-0.013, -0.209, 0.050], [0.252, 0.242, -0.346], [-0.300, -0.063, 0.428], [0.071, -0.119, -0.438], [0.062, 0.037, 0.020], [-0.103, 0.092, -0.007], [0.072, -0.065, 0.065], [-0.060, -0.043, 0.113], [-0.031, -0.006, 0.062], [0.083, 0.007, -0.123], [-0.057, -0.056, 0.045], [0.122, 0.017, 0.250], [-0.189, 0.390, -0.105], [0.006, -0.040, -0.011], [0.026, -0.110, 0.000], [0.437, -0.377, -0.643], [-0.003, 0.011, 0.122], [-0.105, 0.080, -0.220], [-1.012, -0.281, 0.289], [0.004, 0.542, -0.261], [0.122, 0.076, -0.187], [-0.150, -0.087, -0.247], [0.185, 0.052, -0.027], [0.062, -0.263, 0.135], [-0.102, -0.056, 0.027], [0.136, 0.255, 0.539], [0.230, 0.015, 0.047], [-0.090, -0.020, 0.018], [0.111, 0.030, 0.033], [-0.089, -0.062, 0.000], [0.151, 0.046, -0.091], [-0.115, -0.008, -0.011], [-0.020, 0.066, -0.049]], "mulliken_charge": [-0.6455, 1.0297, -0.6247, -0.5253, -0.0300, -0.3634, 0.5938, 0.1817, 0.2017, -0.9602, -0.9564, 0.0905, -0.5397, 0.3284, 0.4063, -0.2446, 0.3891, 0.3380, 0.3932, 0.5949, -0.6863, -0.6575, 0.5002, 0.4185, 1.4041, -0.8358, -0.7223, 0.1710, -0.5746, 0.3761, -0.5394, -0.4256, -0.6299, 0.3843, -0.8428, 0.4944, 0.4145, 0.3405, 0.3967, 0.3305, 0.3645, 0.6614], "orbital_gap_ev": 8.47, "e_homo_ev": -8.9, "multiplicity": 1, "smiles": "O=[N+]([O-])c1ccc(NCCCO)c(S(=O)(=O)N2CCOCC2)c1", "e_tot_ev": -41376.3782}

---

{"formula": "C13H19NO3S", "method": "the ωB97M-V functional and the def2-TZVPD basis", "symbols": ["C", "S", "C", "C", "C", "O", "H", "H", "H", "H", "H", "H", "H", "H", "C", "C", "O", "C", "C", "N", "C", "C", "C", "C", "C", "O", "H", "H", "H", "H", "H", "H", "H", "H", "H", "H", "H"], "xyz": [[-1.750, 0.823, -2.128], [-1.217, -0.904, -1.962], [-0.528, -0.860, -0.338], [-0.684, -2.133, 0.586], [-1.538, -1.818, 1.853], [0.452, -2.720, 0.834], [-2.812, 0.790, -2.409], [-1.621, 1.370, -1.186], [-1.142, 1.259, -2.934], [0.540, -0.681, -0.457], [-0.946, 0.013, 0.162], [-1.603, -0.739, 2.038], [-2.536, -2.257, 1.793], [-1.001, -2.239, 2.695], [-4.198, -5.463, 2.752], [-2.770, -5.535, 2.310], [-2.580, -4.413, 1.378], [-1.369, -4.486, 0.796], [-1.098, -3.281, -0.104], [-0.217, -3.837, -1.268], [1.011, -4.408, -1.054], [1.872, -4.658, -2.125], [1.450, -4.395, -3.441], [0.138, -3.936, -3.621], [-0.670, -3.732, -2.535], [-0.612, -5.430, 0.947], [-4.304, -5.997, 3.696], [-4.545, -4.434, 2.883], [-4.842, -5.950, 2.018], [-2.079, -5.417, 3.154], [-2.538, -6.450, 1.757], [-2.033, -3.063, -0.652], [1.250, -4.705, -0.043], [2.831, -5.112, -1.932], [2.073, -4.587, -4.301], [-0.306, -3.742, -4.600], [-1.733, -3.433, -2.580]], "atomic_forces_ev_per_a": [[-0.120, -0.155, -0.604], [-0.800, 0.440, -0.644], [0.597, 0.290, 1.113], [0.385, 2.383, 0.542], [-0.137, 0.616, -0.301], [5.573, 0.344, 2.534], [0.362, 0.346, 0.044], [-0.016, -0.177, -0.364], [-0.394, 0.207, 0.375], [0.091, -0.183, 0.354], [-0.033, -0.083, -0.005], [-0.108, -0.187, -0.120], [0.043, 0.371, 0.133], [0.011, -0.277, 0.060], [-0.523, -0.319, 0.038], [-0.055, 0.654, -0.350], [0.801, -1.092, 0.262], [0.553, -0.391, 0.059], [-4.603, -4.277, -3.392], [0.974, -0.060, 0.026], [-0.176, 0.535, -0.232], [-0.927, 0.037, -0.573], [-0.717, 0.183, 1.010], [0.156, -0.347, -0.639], [-0.887, 0.473, 1.072], [-0.949, 0.905, -0.231], [-0.129, 0.014, 0.031], [0.183, -0.111, 0.071], [-0.091, 0.120, 0.056], [0.001, 0.001, -0.354], [-0.008, 0.096, 0.349], [-0.438, -0.708, -0.362], [-0.104, 0.563, -0.068], [0.051, 0.032, 0.087], [0.163, 0.037, 0.051], [0.367, -0.189, 0.278], [0.903, -0.091, -0.306]], "mulliken_charge": [-0.7886, 0.1284, -1.2399, 1.8693, -1.5711, -0.9510, 0.2651, 0.2861, 0.2691, 0.3252, 0.3810, 0.4659, 0.2606, 0.3641, -1.1921, -0.2098, -0.2647, -0.2333, -0.6480, 0.3067, 0.1886, -0.9144, -0.0989, -0.8346, -0.0416, -0.6239, 0.3811, 0.2993, 0.3061, 0.3168, 0.2922, 0.7448, 0.4229, 0.3721, 0.4171, 0.3970, 0.5523], "orbital_gap_ev": 6.32, "e_homo_ev": -6.7, "multiplicity": 1, "e_tot_ev": -32253.0243}

---

{"formula": "C13H19NO4S", "method": "the ωB97M-V functional and the def2-TZVPD basis", "symbols": ["C", "H", "H", "H", "O", "C", "O", "C", "N", "S", "O", "O", "C", "C", "C", "C", "C", "C", "H", "H", "H", "H", "H", "H", "H", "C", "H", "H", "C", "C", "H", "H", "H", "C", "H", "H", "H", "H"], "xyz": [[-5.158, -0.497, 0.204], [-5.508, -0.260, -0.803], [-5.832, -0.087, 0.951], [-5.084, -1.581, 0.305], [-3.889, 0.106, 0.439], [-2.898, -0.287, -0.355], [-3.017, -1.091, -1.242], [-1.587, 0.423, -0.034], [-0.492, -0.316, -0.619], [0.388, -1.317, 0.410], [0.327, -2.663, -0.079], [0.002, -1.044, 1.765], [2.041, -0.691, 0.138], [2.671, 0.047, 1.119], [3.934, 0.559, 0.873], [4.548, 0.323, -0.347], [3.909, -0.430, -1.321], [2.646, -0.942, -1.078], [2.125, -1.540, -1.808], [4.396, -0.617, -2.266], [5.532, 0.724, -0.539], [4.439, 1.138, 1.631], [2.167, 0.202, 2.060], [-0.803, -0.842, -1.428], [-1.451, 0.418, 1.050], [-1.688, 1.870, -0.551], [-2.596, 2.292, -0.114], [-1.811, 1.842, -1.635], [-0.504, 2.787, -0.207], [0.710, 2.506, -1.089], [0.457, 2.636, -2.139], [1.518, 3.193, -0.845], [1.062, 1.490, -0.942], [-0.131, 2.711, 1.271], [0.623, 3.461, 1.502], [0.275, 1.734, 1.516], [-1.001, 2.896, 1.896], [-0.840, 3.811, -0.419]], "atomic_forces_ev_per_a": [[-0.247, -0.221, -0.205], [0.002, -0.021, 0.093], [0.051, -0.010, -0.035], [-0.025, 0.089, 0.002], [0.168, 0.260, 0.244], [0.210, -0.064, 0.029], [-0.063, -0.054, -0.084], [-0.444, 0.409, 0.252], [0.428, -0.670, 0.519], [0.075, 0.164, -0.363], [0.075, 0.167, -0.292], [0.132, 0.255, -0.084], [-0.414, -0.242, 0.218], [-0.101, 0.004, 0.157], [0.012, -0.010, -0.043], [0.036, 0.043, 0.051], [-0.115, -0.040, -0.028], [0.072, -0.061, -0.109], [0.019, -0.081, -0.186], [0.026, -0.027, -0.079], [0.079, 0.033, -0.015], [0.032, 0.041, 0.071], [-0.007, 0.068, 0.133], [0.026, -0.211, -0.103], [-0.169, 0.099, -0.122], [0.136, -0.019, 0.162], [-0.044, 0.003, -0.068], [-0.108, 0.016, -0.067], [0.029, -0.100, -0.053], [-0.088, 0.134, 0.127], [0.019, -0.018, -0.164], [0.123, 0.082, -0.009], [0.117, 0.026, -0.065], [-0.130, 0.150, -0.278], [0.087, 0.042, 0.074], [0.073, -0.127, 0.125], [-0.075, -0.016, 0.172], [0.001, -0.091, 0.021]], "mulliken_charge": [-0.7039, 0.3084, 0.2410, 0.3115, -0.2980, 0.1417, -0.5901, 0.2503, -0.3605, 1.3821, -0.7216, -0.6768, -0.1568, 0.0367, -0.7533, -0.3958, -0.6720, -0.1946, 0.3996, 0.4011, 0.4015, 0.4095, 0.4508, 0.4258, 0.5471, -1.3826, 0.4648, 0.3573, 0.8013, -1.3144, 0.3758, 0.4371, 0.1774, -1.4216, 0.4866, 0.1538, 0.3539, 0.3267], "orbital_gap_ev": 10.46, "e_homo_ev": -9.7, "multiplicity": 1, "smiles": "COC(=O)[C@H](CC(C)C)NS(=O)(=O)c1ccccc1", "e_tot_ev": -34304.6643}

---

{"formula": "C13H19NRhSi", "method": "the ωB97M-V functional and the def2-TZVPD basis", "symbols": ["C", "C", "C", "C", "C", "Rh", "C", "C", "C", "N", "H", "H", "H", "H", "H", "H", "H", "H", "H", "H", "C", "Si", "C", "C", "C", "C", "H", "H", "H", "H", "H", "H", "H", "H", "H"], "xyz": [[0.904, -1.299, -3.338], [-0.507, -1.197, -3.562], [-1.173, -1.935, -2.521], [-0.171, -2.509, -1.682], [1.110, -2.101, -2.168], [-0.089, -0.280, -1.550], [-1.068, 1.412, -2.496], [0.289, 1.978, -2.852], [0.515, 2.919, -3.849], [1.157, 1.291, -2.139], [-2.248, -2.028, -2.398], [-0.998, -0.627, -4.342], [-0.364, -3.105, -0.797], [2.076, -2.334, -1.732], [1.688, -0.839, -3.936], [-1.654, 1.164, -3.390], [2.165, 1.449, -2.107], [-1.572, 2.002, -1.724], [-0.335, 3.274, -4.420], [1.525, 3.266, -4.036], [1.469, -0.892, 3.983], [-0.111, -0.052, 3.422], [-1.593, -0.896, 4.197], [-0.059, 1.746, 3.946], [-0.235, -0.135, 1.596], [-0.250, -0.205, 0.351], [1.497, -0.925, 5.079], [2.350, -0.341, 3.623], [1.528, -1.921, 3.602], [-1.514, -0.867, 5.291], [-2.527, -0.396, 3.905], [-1.660, -1.947, 3.886], [0.846, 2.234, 3.559], [-0.933, 2.287, 3.558], [-0.058, 1.810, 5.041]], "atomic_forces_ev_per_a": [[-0.281, -0.987, -0.796], [0.334, -1.227, -0.563], [0.135, -0.662, -0.857], [0.010, -1.053, -0.662], [-0.180, -0.513, -0.653], [0.276, 1.995, 1.207], [0.057, 1.254, -1.424], [-1.367, 0.863, -1.475], [0.087, -0.699, 0.795], [1.489, 0.024, 1.361], [0.291, -0.016, -0.046], [0.187, -0.147, 0.118], [0.106, 0.209, -0.145], [-0.253, 0.043, -0.037], [-0.312, -0.084, 0.200], [-0.265, 0.546, 0.346], [-0.242, 0.416, -0.592], [-0.064, -0.284, -0.120], [0.220, 0.176, 0.058], [-0.072, 0.084, -0.226], [0.092, -0.104, 0.139], [-0.051, 0.039, -1.328], [-0.143, -0.098, 0.215], [-0.026, 0.107, 0.227], [0.021, -0.101, -0.417], [-0.091, 0.112, 4.491], [0.125, -0.029, -0.081], [-0.212, -0.138, 0.078], [-0.024, 0.245, 0.076], [-0.092, -0.033, -0.049], [0.210, -0.099, 0.038], [0.036, 0.237, 0.031], [-0.216, -0.115, 0.085], [0.198, -0.123, 0.095], [0.018, 0.162, -0.092]], "mulliken_charge": [-0.5475, -0.7603, -0.2655, -0.9840, -0.1515, 0.0982, -0.8209, 0.7333, -1.1111, -0.1533, 0.3449, 0.6050, 0.5132, 0.3972, 0.4256, 0.2297, 0.0953, 0.3220, 0.3197, 0.2998, -0.9468, 0.0408, -0.9536, -0.9449, -0.4281, 0.1095, 0.2803, 0.2830, 0.2779, 0.2795, 0.2925, 0.2839, 0.2742, 0.2789, 0.2832], "orbital_gap_ev": [4.26, 5.79], "e_homo_ev": [-1.1, -3.4], "multiplicity": 5, "total_charge": -1, "e_tot_ev": -26159.5488, "s2": 6.0485}